[1]
# C12H31CuNO5

C12H31CuNO5 as an isolated structure (wB97M-V/def2-TZVPD, OMol25).

Computed properties:
Orbital gap (alpha / beta): 7.833 / 6.972 eV
HOMO (alpha / beta): -7.340 / -7.199 eV
Largest force on an atom: 0.0549 Eh/bohr
⟨S²⟩: 0.754

Geometry as ORCA input:
```
! wB97M-V def2-TZVPD RIJCOSX def2/J DEFGRID3
* xyz 0 2
Cu 11.3709 -7.6755 -0.7459
C 9.3046 -7.0299 -4.5566
C 10.0303 -6.1018 -3.5645
O 10.6908 -6.6881 -2.5074
H 8.7697 -6.3027 -5.1744
H 8.5243 -7.6002 -4.0455
H 10.0261 -7.6590 -5.0702
H 9.3546 -5.2984 -3.2391
H 10.7638 -5.6703 -4.2707
C 8.0139 -7.5780 -0.0343
C 8.5289 -9.0025 -0.2082
O 9.9012 -9.1365 -0.2576
H 8.4301 -6.9025 -0.7903
H 8.2807 -7.0780 0.9030
H 6.9348 -7.4531 -0.1619
H 8.0616 -9.3646 -1.1388
H 8.0644 -9.6694 0.5322
C 12.6884 -9.7248 -2.5995
O 12.9709 -9.0986 -1.3775
C 13.3792 -9.8815 -0.2973
C 13.6602 -8.8844 0.8237
N 12.3904 -8.1776 1.1325
C 12.5615 -6.9038 1.8227
C 11.3196 -6.0339 1.9071
O 10.8565 -5.8816 0.5783
C 10.4726 -4.5438 0.1979
H 13.5117 -9.9681 -3.2738
H 12.0826 -9.0446 -3.2118
H 11.9361 -10.5126 -2.4845
H 14.3001 -10.4664 -0.3912
H 12.5568 -10.5408 0.0013
H 14.4950 -8.2220 0.5985
H 13.9595 -9.4786 1.6952
H 11.9530 -8.8776 1.7194
H 13.4345 -6.3170 1.5421
H 12.8828 -7.2373 2.8255
H 11.5971 -5.0618 2.3266
H 10.5904 -6.4237 2.6239
H 9.9748 -4.6816 -0.7600
H 11.4175 -4.0187 0.0425
H 9.8259 -4.0066 0.8887
C 15.3937 -5.6345 -1.7400
C 14.1454 -6.4433 -2.0477
O 13.1168 -6.1543 -1.1092
H 15.7268 -5.8658 -0.7204
H 15.1839 -4.5622 -1.7473
H 16.3096 -5.8482 -2.2920
H 14.4793 -7.4644 -1.8937
H 13.9092 -6.2746 -3.0980
H 12.6195 -5.3723 -1.3791
*
```

And the Mulliken charges, in e, turn out to be: number 1, Cu, carries 0.70; number 2, C, carries -1.14; number 3, C, carries -0.68; number 4, O, carries -0.19; number 5, H, carries 0.40; number 6, H, carries 0.24; number 7, H, carries 0.24; number 8, H, carries 0.28; number 9, H, carries 0.31; number 10, C, carries -0.82; number 11, C, carries -0.33; number 12, O, carries -0.59; number 13, H, carries -0.01; number 14, H, carries 0.12; number 15, H, carries 0.46; number 16, H, carries 0.25; number 17, H, carries 0.33; number 18, C, carries -0.90; number 19, O, carries 0.20; number 20, C, carries -0.62; number 21, C, carries -0.84; number 22, N, carries 0.07; number 23, C, carries -0.75; number 24, C, carries -0.75; number 25, O, carries 0.11; number 26, C, carries -0.95; number 27, H, carries 0.28; number 28, H, carries 0.07; number 29, H, carries 0.33; number 30, H, carries 0.44; number 31, H, carries 0.38; number 32, H, carries 0.23; number 33, H, carries 0.50; number 34, H, carries 0.19; number 35, H, carries 0.19; number 36, H, carries 0.60; number 37, H, carries 0.51; number 38, H, carries 0.30; number 39, H, carries 0.07; number 40, H, carries 0.40; number 41, H, carries 0.34; number 42, C, carries -1.34; number 43, C, carries -0.09; number 44, O, carries -0.09; number 45, H, carries 0.28; number 46, H, carries 0.31; number 47, H, carries 0.41; number 48, H, carries 0.11; number 49, H, carries 0.29; number 50, H, carries 0.14

=====

[2]
# C27H35ClN4O3

One molecule with the formula C27H35ClN4O3 (wB97M-V/def2-TZVPD, OMol25).

Computed properties:
Orbital gap: 8.123 eV
SMILES string: Cc1ccc(C)c(N2CCN(CCCNC(=O)CCC(=O)N3CCOc4ccc(Cl)cc43)CC2)c1
HOMO: -7.510 eV
Largest force on an atom: 0.0140 Eh/bohr

Geometry as ORCA input:
```
! wB97M-V def2-TZVPD RIJCOSX def2/J DEFGRID3
* xyz 0 1
C -0.4048 -6.7052 -2.8838
C -1.4107 -5.6363 -3.1944
C -1.2224 -4.3335 -2.7643
C -2.1357 -3.3173 -3.0504
C -3.3093 -3.6485 -3.7488
C -3.4784 -4.9507 -4.1931
C -2.5444 -5.9362 -3.9371
H -2.7043 -6.9429 -4.2951
H -4.3790 -5.2016 -4.7368
C -4.4120 -2.6538 -3.9716
H -5.3757 -3.1568 -3.9139
H -4.3760 -1.8726 -3.2169
H -4.3434 -2.1905 -4.9568
N -1.9618 -2.0029 -2.6002
C -1.8283 -0.9503 -3.5852
C -0.3598 -0.6901 -3.9446
N 0.3563 -0.3060 -2.7450
C 0.3295 -1.4113 -1.8066
C -1.1271 -1.7267 -1.4512
H -1.5461 -0.8379 -0.9640
H -1.1829 -2.5641 -0.7540
H 0.8264 -2.3015 -2.2334
H 0.8719 -1.1176 -0.9075
C 1.6994 0.1855 -2.9771
H 2.2815 -0.4886 -3.6320
C 1.6918 1.5918 -3.5812
H 2.7219 1.9477 -3.6636
H 1.2724 1.5678 -4.5874
C 0.8683 2.5629 -2.7384
N 1.5238 2.8948 -1.4943
C 0.9351 2.7783 -0.2919
O -0.2077 2.3946 -0.1389
C 1.8270 3.1703 0.8819
H 2.4126 4.0572 0.6338
C 2.7733 2.0151 1.2357
C 2.0072 0.7112 1.3876
O 2.1924 -0.2017 0.6040
N 1.0730 0.6014 2.3731
C 0.7684 1.5213 3.3918
C 1.7530 2.1005 4.1859
C 1.4075 2.9758 5.1984
C 0.0788 3.2621 5.4700
C -0.9042 2.6355 4.7328
C -0.5837 1.7547 3.7016
O -1.6122 1.1425 3.0755
C -1.2732 0.3116 1.9764
C 0.0423 -0.4154 2.2384
H 0.3006 -1.0674 1.4053
H -0.0164 -0.9967 3.1640
H -2.1040 -0.3872 1.8621
H -1.1747 0.9270 1.0739
H -1.9473 2.8119 4.9386
H -0.1805 3.9487 6.2591
Cl 2.6594 3.7011 6.1480
H 2.7893 1.8491 4.0336
H 3.3429 2.2644 2.1276
H 3.4801 1.8496 0.4190
H 1.1845 3.4038 1.7319
H 2.4826 3.2012 -1.5504
H -0.0841 2.0981 -2.4766
H 0.6835 3.4842 -3.3040
H 2.1963 0.2196 -2.0044
H 0.0728 -1.6000 -4.4044
H -0.3149 0.1189 -4.6752
H -2.2470 -0.0303 -3.1619
H -2.3743 -1.2143 -4.4885
H -0.3335 -4.1066 -2.1956
H 0.0272 -7.0980 -3.8041
H 0.3990 -6.3187 -2.2619
H -0.8810 -7.5340 -2.3613
*
```

And the Mulliken charges, in e, turn out to be: number 1, C, carries -1.66; number 2, C, carries 0.50; number 3, C, carries -0.19; number 4, C, carries 1.01; number 5, C, carries 0.63; number 6, C, carries -0.66; number 7, C, carries -0.77; number 8, H, carries 0.42; number 9, H, carries 0.43; number 10, C, carries -1.89; number 11, H, carries 0.50; number 12, H, carries 0.36; number 13, H, carries 0.31; number 14, N, carries 0.15; number 15, C, carries -0.90; number 16, C, carries -0.81; number 17, N, carries 0.87; number 18, C, carries -0.20; number 19, C, carries -1.40; number 20, H, carries 0.36; number 21, H, carries 0.69; number 22, H, carries 0.28; number 23, H, carries -0.15; number 24, C, carries -0.85; number 25, H, carries 0.38; number 26, C, carries -1.02; number 27, H, carries 0.50; number 28, H, carries 0.38; number 29, C, carries -0.61; number 30, N, carries -0.03; number 31, C, carries 0.42; number 32, O, carries -0.73; number 33, C, carries -0.79; number 34, H, carries 0.46; number 35, C, carries -1.06; number 36, C, carries 0.65; number 37, O, carries -0.65; number 38, N, carries 0.19; number 39, C, carries 0.22; number 40, C, carries -0.42; number 41, C, carries 0.14; number 42, C, carries -0.58; number 43, C, carries -0.77; number 44, C, carries 0.23; number 45, O, carries -0.47; number 46, C, carries 0.02; number 47, C, carries -0.95; number 48, H, carries 0.49; number 49, H, carries 0.27; number 50, H, carries 0.36; number 51, H, carries 0.09; number 52, H, carries 0.47; number 53, H, carries 0.44; number 54, Cl, carries -0.23; number 55, H, carries 0.59; number 56, H, carries 0.44; number 57, H, carries 0.50; number 58, H, carries 0.40; number 59, H, carries 0.29; number 60, H, carries 0.28; number 61, H, carries 0.30; number 62, H, carries 0.35; number 63, H, carries 0.22; number 64, H, carries 0.38; number 65, H, carries 0.25; number 66, H, carries 0.48; number 67, H, carries 0.11; number 68, H, carries 0.33; number 69, H, carries 0.33; number 70, H, carries 0.36

=====

[3]
# C5H12O

C5H12O as an isolated structure (wB97M-V/def2-TZVPD, OMol25).

Computed properties:
Orbital gap: 8.408 eV
HOMO: -7.502 eV
Largest force on an atom: 0.0062 Eh/bohr

Geometry as ORCA input:
```
! wB97M-V def2-TZVPD RIJCOSX def2/J DEFGRID3
* xyz 0 1
C -0.8169 -2.2875 0.3432
C -0.7495 -0.7722 0.0632
C 0.3757 1.2113 -0.5232
C -0.5744 2.3514 -0.4334
O 1.2882 1.1106 0.3994
C 1.8773 -0.1387 0.4822
H -0.2453 -2.8470 -0.4063
H -0.3859 -2.5272 1.3228
H -1.8489 -2.6734 0.3263
H -1.3037 -0.2312 0.8423
H -1.2172 -0.5798 -0.9093
H 0.5992 0.7600 -1.4898
H -1.5793 2.0111 -0.7135
H -0.3017 3.1717 -1.1096
H -0.6058 2.7303 0.5913
H 2.5349 -0.1614 1.3488
H 0.5723 -0.6913 0.3093
H 2.3810 -0.4367 -0.4436
*
```

And the Mulliken charges, in e, turn out to be: number 1, C, carries -1.22; number 2, C, carries -0.45; number 3, C, carries 0.05; number 4, C, carries -1.14; number 5, O, carries -0.30; number 6, C, carries -0.75; number 7, H, carries 0.32; number 8, H, carries 0.34; number 9, H, carries 0.34; number 10, H, carries 0.25; number 11, H, carries 0.31; number 12, H, carries 0.48; number 13, H, carries 0.31; number 14, H, carries 0.33; number 15, H, carries 0.32; number 16, H, carries 0.23; number 17, H, carries 0.33; number 18, H, carries 0.27

=====

So what do the calculations give for relative energy (zero: lowest compared OMol25 entry of this formula, charge and spin)? Going down the list: 0.0 8.3 109.1 kcal/mol.